No. 1
A molecular structure, C13H25CuN2O5 in a non-equilibrium geometry. Source: the OMol25 dataset; level of theory: ωB97M-V/def2-TZVPD.

Each line ends with the Löwdin spin population.
CARTESIAN COORDINATES (ANGSTROEM)
Cu1 -0.658 -2.362 -1.519  0.01
C1 -0.586 -0.779 1.326  0.00
C2 0.546 0.261 0.915  0.00
C3 0.916 1.121 2.161  0.00
C4 2.209 2.034 2.004  0.00
C5 3.388 1.150 1.529  0.00
C6 3.050 0.316 0.265  0.00
N1 1.747 -0.387 0.381  0.00
O1 1.490 -1.118 -0.913  0.00
C7 4.246 -0.649 0.241  0.00
C8 3.168 1.319 -0.936  0.00
C9 -0.184 1.336 -0.059  0.01
H1 -1.285 -0.940 0.505  0.00
H2 -1.248 -0.328 2.065  0.00
H3 -0.287 -1.765 1.681  0.00
H4 0.928 0.508 3.062  0.00
H5 0.077 1.771 2.411  0.00
H6 2.428 2.568 2.928  0.00
H7 1.970 2.725 1.196  0.00
H8 3.646 0.618 2.445  0.00
H9 4.254 1.796 1.389  0.00
H10 4.155 -1.334 1.083  0.00
H11 5.262 -0.263 0.327  0.00
H12 4.332 -1.320 -0.613  0.00
H13 3.987 1.093 -1.619  0.00
H14 3.327 2.359 -0.653  0.00
H15 2.301 1.351 -1.597  0.00
H16 0.486 2.098 -0.458  0.00
H17 -1.038 1.849 0.383  0.01
H18 -0.635 0.912 -0.956  0.00
C10 0.122 -4.934 -1.321  0.00
O2 -0.181 -4.520 -2.429  0.00
O3 0.362 -6.144 -1.137  0.00
O4 0.103 -4.182 -0.343  0.00
C11 -3.104 -0.303 -1.848  0.02
O5 -2.702 -1.438 -1.599  0.01
N2 -4.188 0.244 -1.229  0.01
C12 -4.677 1.537 -1.642  0.40
C13 -4.936 -0.345 -0.168  0.12
H19 -2.778 0.340 -2.681  0.01
H20 -5.523 1.186 -2.233  0.10
H21 -3.969 2.154 -2.194  0.07
H22 -4.965 2.076 -0.739  0.10
H23 -4.544 -1.325 0.107  0.01
H24 -5.002 0.144 0.804  0.04
H25 -6.011 -0.430 -0.321  0.06

Output
Frontier orbital gap (alpha / beta) (eV): 2.32 / 3.17
Multiplicity: 2
E_LUMO (alpha / beta) (eV): 6.53 / 6.52
Charge: -3



No. 2
2 unconnected molecules or ions with the total composition C13H25FN2O4PS in a non-equilibrium geometry. Source: the OMol25 dataset; level of theory: ωB97M-V/def2-TZVPD.

Each line ends with the natural charge from an NBO analysis.
CARTESIAN COORDINATES (ANGSTROEM)
C1 0.345 -1.770 3.803  -0.64
C2 1.568 -1.915 2.821  0.16
F1 2.087 -0.694 2.434  -0.34
C3 1.285 -2.863 1.653  0.07
C4 1.936 -4.133 1.526  -0.32
P1 3.229 -4.784 2.691  1.06
C5 2.464 -5.108 4.369  -0.95
O1 4.326 -3.525 2.862  -0.96
C6 1.505 -4.843 0.387  0.09
N1 0.597 -4.376 -0.436  -0.24
N2 -0.038 -3.220 -0.418  -0.12
C7 0.348 -2.519 0.621  0.07
S1 -0.460 -0.890 0.726  0.03
H1 -0.438 -2.449 3.408  0.22
H2 -0.042 -0.748 3.670  0.26
H3 0.611 -2.015 4.838  0.24
H4 2.359 -2.403 3.423  0.20
H5 2.222 -6.183 4.448  0.27
H6 1.589 -4.471 4.580  0.23
H7 3.275 -4.923 5.100  0.26
H8 4.918 -3.732 3.605  0.51
H9 1.948 -5.827 0.182  0.27
H10 0.329 -4.982 -1.215  0.44
H11 0.501 0.066 0.604  0.19
C8 -2.886 5.638 -3.752  -0.25
O2 -1.896 5.071 -2.915  -0.55
C9 -2.240 5.067 -1.538  -0.09
C10 -1.906 3.740 -0.883  -0.08
O3 -2.719 2.640 -1.275  -0.54
C11 -2.584 2.150 -2.606  -0.08
C12 -1.244 1.510 -2.926  -0.09
O4 -0.221 2.489 -3.026  -0.54
C13 1.015 2.091 -2.477  -0.24
H12 -2.812 6.729 -3.744  0.18
H13 -2.709 5.279 -4.766  0.19
H14 -3.893 5.325 -3.456  0.17
H15 -3.306 5.279 -1.400  0.18
H16 -1.663 5.863 -1.052  0.18
H17 -2.085 3.857 0.190  0.18
H18 -0.846 3.499 -0.979  0.18
H19 -2.843 2.922 -3.330  0.19
H20 -3.348 1.374 -2.702  0.19
H21 -1.311 1.004 -3.896  0.18
H22 -1.010 0.765 -2.156  0.16
H23 0.883 1.519 -1.551  0.14
H24 1.577 2.994 -2.235  0.20
H25 1.585 1.504 -3.204  0.17

Output
Frontier orbital gap (eV): 5.31
E_LUMO (eV): -5.40
Charge: +1



No. 3
2 unconnected molecules or ions with the total composition C13H25FNOS2 in a non-equilibrium geometry. Source: the OMol25 dataset; level of theory: ωB97M-V/def2-TZVPD.

Each line ends with the natural charge from an NBO analysis.
CARTESIAN COORDINATES (ANGSTROEM)
C1 2.607 -1.322 0.490  -0.15
C2 2.487 -0.569 -0.434  -0.08
C3 2.155 0.264 -1.573  -0.50
C4 1.459 1.596 -1.252  -0.03
C5 2.438 2.753 -0.887  -0.32
S1 2.064 4.234 -1.943  -0.02
C6 2.342 3.231 0.577  -0.43
C7 2.037 2.027 1.477  -0.43
C8 0.653 1.499 1.154  -0.23
N1 0.305 1.499 -0.305  -0.36
C9 -0.611 0.373 -0.670  -0.28
C10 -2.083 0.749 -0.469  0.21
C11 -2.600 0.404 0.920  -0.65
F1 -2.810 0.116 -1.424  -0.34
H1 2.782 -1.900 1.350  0.25
H2 1.578 -0.271 -2.318  0.25
H3 3.083 0.525 -2.076  0.27
H4 1.025 1.914 -2.191  0.23
H5 3.445 2.476 -1.158  0.25
H6 0.984 3.883 -2.670  0.12
H7 3.289 3.655 0.895  0.25
H8 1.586 4.001 0.687  0.22
H9 2.013 2.382 2.503  0.25
H10 2.825 1.286 1.433  0.24
H11 -0.093 2.059 1.706  0.23
H12 0.583 0.484 1.528  0.25
H13 -0.258 2.335 -0.467  0.44
H14 -0.525 0.139 -1.725  0.24
H15 -0.385 -0.531 -0.109  0.28
H16 -2.249 1.820 -0.629  0.15
H17 -1.808 0.491 1.651  0.21
H18 -3.402 1.093 1.154  0.23
H19 -3.014 -0.603 0.861  0.24
C12 -2.208 -3.796 -0.872  -0.83
S2 -2.198 -3.302 0.855  1.24
O1 -0.822 -2.807 1.166  -1.01
C13 -2.347 -4.959 1.526  -0.83
H20 -2.084 -2.902 -1.482  0.23
H21 -1.386 -4.486 -1.062  0.24
H22 -3.162 -4.267 -1.109  0.24
H23 -1.517 -5.572 1.177  0.24
H24 -3.297 -5.391 1.213  0.24
H25 -2.320 -4.889 2.611  0.25

Output
Frontier orbital gap (eV): 9.04
E_LUMO (eV): -2.65
Charge: +1



No. 4
2 unconnected molecules or ions with the total composition C13H25N5O6 in a non-equilibrium geometry. Source: the OMol25 dataset; level of theory: ωB97M-V/def2-TZVPD.

Each line ends with the natural charge from an NBO analysis.
CARTESIAN COORDINATES (ANGSTROEM)
O1 -2.754 5.195 1.550  -0.66
O2 -3.005 0.698 1.081  -0.67
O3 5.888 -3.026 -0.709  -0.60
O4 0.796 -0.758 -2.701  -0.63
O5 0.839 0.399 1.716  -0.63
O6 5.172 -2.784 1.419  -0.68
C1 -1.726 4.976 0.923  0.68
C2 -2.791 1.898 1.245  0.66
C3 5.014 -2.714 0.078  0.79
C4 0.309 -1.764 -2.201  0.67
C5 0.539 -0.635 1.147  0.67
N1 -0.620 -1.224 1.574  -0.82
N2 -2.739 2.451 2.462  -0.61
N3 -1.524 3.860 0.224  -0.60
N4 -0.899 -2.169 -4.408  -0.82
N5 0.640 -2.093 -0.895  -0.65
C6 -0.601 5.984 0.933  -0.71
C7 -2.872 1.723 3.721  -0.41
C8 -2.517 2.791 0.023  -0.31
C9 -0.324 -4.079 -3.040  -0.61
C10 3.690 -2.213 -0.501  -0.51
C11 -0.723 -2.604 -3.003  -0.14
C12 1.404 -1.208 0.007  -0.14
C13 2.618 -1.957 0.577  -0.40
H1 6.079 -3.102 1.549  0.50
H2 -1.058 -1.870 0.930  0.38
H3 -1.233 -0.584 2.077  0.43
H4 -2.632 3.459 2.497  0.43
H5 -0.626 3.744 -0.217  0.41
H6 -1.170 -1.183 -4.435  0.37
H7 -0.030 -2.292 -4.929  0.36
H8 0.237 -2.944 -0.515  0.39
H9 -0.890 6.831 1.553  0.25
H10 0.296 5.521 1.341  0.23
H11 -0.415 6.325 -0.084  0.23
H12 -3.020 2.426 4.542  0.21
H13 -3.726 1.045 3.671  0.21
H14 -1.966 1.143 3.906  0.20
H15 -2.183 2.149 -0.792  0.24
H16 -3.464 3.245 -0.271  0.23
H17 -0.271 -4.493 -2.030  0.20
H18 0.652 -4.200 -3.520  0.21
H19 -1.063 -4.654 -3.607  0.23
H20 3.321 -2.946 -1.223  0.24
H21 3.894 -1.283 -1.039  0.24
H22 -1.685 -2.513 -2.490  0.21
H23 1.777 -0.334 -0.539  0.26
H24 2.305 -2.902 1.034  0.21
H25 3.056 -1.338 1.369  0.24

Output
Frontier orbital gap (eV): 10.03
SMILES: C[C@H](N)C(=O)N[C@H](CCC(=O)O)C(N)=O.CNC(=O)CNC(C)=O
E_LUMO (eV): 0.48



| no. | E (hartree) |
| --- | --- |
| 1 | -2636.18420 |
| 2 | -1759.84422 |
| 3 | -1536.22912 |
| 4 | -1235.68575 |